Record 1
18
Properties=species:S:1:pos:R:3 method="wB97M-V/def2-TZVPD" spin_multiplicity=1 relative_energy_kj_mol=265.05 largest_force_ev_per_a=3.46
C 2.82 -0.77 -0.71
C 2.16 0.45 -0.62
C 2.12 -1.96 -0.55
C 0.80 0.49 -0.37
C 0.76 -1.94 -0.33
C 0.09 -0.70 -0.24
C -2.10 1.23 0.85
C -1.31 -0.77 -0.06
C -3.17 2.18 1.03
N -1.74 2.30 1.41
O -2.20 -1.52 -0.20
Cl -4.36 1.96 2.30
H 3.88 -0.79 -0.91
H 2.71 1.37 -0.74
H 2.63 -2.91 -0.61
H 0.28 1.43 -0.27
H 0.20 -2.85 -0.21
H -3.56 2.80 0.23

---

Record 2
85
Properties=species:S:1:pos:R:3 method="wB97M-V/def2-TZVPD" spin_multiplicity=2 relative_energy_kj_mol=93.61 charge=+2 largest_force_ev_per_a=5.13 s2=0.76
Tc 0.62 1.24 0.45
O 0.39 2.40 -2.74
S 0.41 3.04 -1.47
O 1.61 2.72 -0.63
N -0.68 2.34 -0.47
C -1.94 2.52 0.08
C -2.98 3.28 -0.40
C -4.20 3.30 0.30
C -4.37 2.60 1.46
C -3.31 1.84 2.00
C -3.37 1.15 3.22
C -2.26 0.50 3.69
C -1.09 0.49 2.92
N -1.00 1.08 1.74
C -2.09 1.79 1.29
C 0.19 4.77 -1.61
C 0.64 5.61 -0.60
C 0.47 6.97 -0.76
C -0.14 7.47 -1.91
C -0.58 6.61 -2.91
C -0.41 5.24 -2.77
H -2.86 3.85 -1.32
H -5.02 3.88 -0.10
H -5.31 2.64 2.00
H -4.30 1.15 3.79
H -2.26 -0.02 4.64
H -0.21 -0.03 3.27
H 1.12 5.21 0.28
H 0.82 7.65 0.01
H -0.26 8.54 -2.03
H -1.03 7.01 -3.81
H -0.73 4.55 -3.54
C 2.66 -2.76 -0.59
C 1.79 -2.27 -1.76
C 2.45 -1.01 -2.33
C 1.68 -3.37 -2.81
P 0.09 -1.80 -1.06
N 0.29 -0.49 -0.15
C -1.17 -1.45 -2.45
C -1.78 -2.75 -2.97
C -0.48 -0.72 -3.60
C -2.25 -0.51 -1.90
C -0.58 -3.11 0.15
C 0.22 -3.03 1.46
C -0.54 -4.53 -0.40
C -2.02 -2.70 0.50
H 3.68 -2.89 -0.96
H 2.33 -3.73 -0.22
H 2.68 -2.04 0.23
H 3.52 -1.19 -2.44
H 2.33 -0.15 -1.66
H 2.07 -0.73 -3.31
H 2.69 -3.67 -3.11
H 1.17 -3.04 -3.72
H 1.18 -4.26 -2.43
H -1.02 -3.45 -3.31
H -2.42 -2.52 -3.82
H -2.41 -3.24 -2.22
H 0.27 -1.33 -4.10
H -0.03 0.22 -3.28
H -1.23 -0.47 -4.35
H -2.91 -0.99 -1.18
H -2.86 -0.16 -2.73
H -1.79 0.36 -1.43
H 1.19 -3.52 1.40
H -0.35 -3.53 2.25
H 0.37 -1.99 1.73
H 0.48 -4.89 -0.53
H -1.07 -4.63 -1.35
H -1.02 -5.20 0.32
H -2.06 -1.66 0.81
H -2.37 -3.32 1.34
H -2.72 -2.87 -0.32
Br 6.03 0.40 3.14
C 4.64 -0.64 3.88
C 4.94 -1.54 4.90
C 3.94 -2.32 5.45
C 2.63 -2.21 5.00
C 2.32 -1.31 3.99
C 3.33 -0.55 3.44
I 2.92 0.87 1.86
H 5.96 -1.62 5.25
H 4.18 -3.02 6.24
H 1.85 -2.83 5.43
H 1.31 -1.22 3.64

---

Record 3
120
Properties=species:S:1:pos:R:3 method="wB97M-V/def2-TZVPD" smiles="CCCCCCCCCCCCCC[C@@H]1[C@@](CCCCl)([PH2]=N)C[C@@H](O)OS1(=O)=O.O=C1c2ccccc2C(=O)c2ccccc21.O=C1c2ccccc2C(=O)c2ccccc21" spin_multiplicity=1 largest_force_ev_per_a=6.66 total_energy_ev=-102275.92358
C -0.94 -2.50 6.02
C -0.58 -2.05 4.46
C -1.46 -2.98 3.43
C -2.26 -2.12 2.26
C -3.83 -1.81 2.74
C -4.42 -0.73 1.66
C -5.96 -0.24 1.95
C -6.46 -0.40 3.51
C -7.68 0.67 3.74
C -7.33 1.92 4.73
C -5.95 2.74 4.36
C -5.62 3.92 5.50
C -4.14 3.58 6.11
C -2.99 4.75 5.76
C -2.72 4.75 4.16
C -1.21 4.33 3.68
C -0.11 5.14 4.62
C 1.36 5.37 3.96
C 2.25 4.02 3.71
Cl 2.34 3.49 1.92
P -0.84 2.45 4.05
N -2.02 1.45 3.60
C -1.07 4.73 2.10
C -2.46 4.87 1.26
O -3.24 3.60 1.13
O -3.31 6.02 1.65
S -3.16 6.40 3.30
O -2.06 7.48 3.43
O -4.48 7.02 3.87
H -0.15 -2.08 6.79
H -0.88 -3.69 6.10
H -2.02 -2.12 6.37
H -0.76 -0.90 4.33
H 0.56 -2.28 4.32
H -2.32 -3.49 4.07
H -0.76 -3.78 2.91
H -1.73 -1.06 2.15
H -2.24 -2.64 1.20
H -3.77 -1.38 3.84
H -4.37 -2.85 2.75
H -4.42 -1.26 0.61
H -3.65 0.18 1.64
H -6.67 -0.93 1.28
H -6.07 0.89 1.59
H -5.61 -0.26 4.31
H -6.83 -1.53 3.62
H -8.08 1.00 2.67
H -8.58 0.05 4.22
H -7.32 1.58 5.87
H -8.22 2.70 4.63
H -5.09 1.94 4.27
H -6.04 3.23 3.28
H -5.65 4.95 4.95
H -6.48 3.79 6.32
H -4.25 3.63 7.30
H -3.72 2.52 5.86
H -3.51 5.78 6.06
H -2.08 4.49 6.45
H -3.50 3.99 3.69
H 0.05 4.44 5.57
H -0.51 6.16 5.05
H 1.39 5.99 2.97
H 1.98 6.02 4.75
H 1.95 3.12 4.44
H 3.37 4.29 4.02
H -0.64 2.37 5.49
H 0.37 1.99 3.37
H -2.77 2.02 3.14
H -0.48 5.74 1.90
H -0.46 3.84 1.58
H -2.13 5.11 0.13
H -2.70 3.05 0.47
O 2.98 -0.96 -1.24
C 3.92 -0.42 -1.81
C 4.92 -1.22 -2.54
C 4.77 -2.62 -2.61
C 5.69 -3.38 -3.34
C 6.75 -2.76 -4.00
C 6.90 -1.37 -3.92
C 5.99 -0.61 -3.19
C 6.17 0.86 -3.09
O 7.15 1.39 -3.61
C 5.17 1.66 -2.37
C 5.31 3.05 -2.31
C 4.35 3.83 -1.66
C 3.24 3.22 -1.07
C 3.10 1.83 -1.13
C 4.07 1.05 -1.77
H 3.95 -3.11 -2.10
H 5.57 -4.46 -3.39
H 7.45 -3.35 -4.58
H 7.73 -0.89 -4.44
H 6.17 3.54 -2.77
H 4.46 4.91 -1.61
H 2.49 3.82 -0.58
H 2.23 1.36 -0.66
O 3.77 -7.21 -6.31
C 3.65 -6.69 -7.41
C 3.61 -5.22 -7.55
C 3.74 -4.41 -6.41
C 3.75 -3.02 -6.53
C 3.63 -2.43 -7.79
C 3.49 -3.23 -8.93
C 3.47 -4.63 -8.80
C 3.30 -5.47 -10.01
O 3.12 -4.95 -11.10
C 3.36 -6.94 -9.87
C 3.23 -7.74 -11.01
C 3.32 -9.13 -10.90
C 3.53 -9.72 -9.66
C 3.64 -8.92 -8.52
C 3.55 -7.52 -8.62
H 3.83 -4.86 -5.42
H 3.85 -2.40 -5.65
H 3.65 -1.35 -7.89
H 3.39 -2.77 -9.91
H 3.08 -7.29 -11.99
H 3.23 -9.75 -11.79
H 3.60 -10.80 -9.57
H 3.79 -9.39 -7.54